DFT (ωB97M-V/def2-TZVPD) results for a 2-piece molecular cluster, C13H18Si overall at a distorted geometry.

Positions of all 32 atoms, in Å:
C  -0.279  1.360  -0.678
C  1.104  -0.574  0.084
C  0.821  2.176  -0.398
C  2.124  0.363  0.453
C  -0.107  -0.032  -0.405
C  1.973  1.698  0.232
C  -0.657  0.925  2.338
C  0.501  0.811  2.990
C  0.093  2.106  2.599
C  3.035  2.745  0.649
C  -2.299  -0.887  -2.491
C  -2.460  -1.776  0.803
C  -0.280  -2.856  -1.605
Si  -1.437  -1.366  -0.847
H  -1.108  1.735  -1.203
H  1.277  -1.584  0.227
H  0.938  3.203  -0.782
H  2.955  -0.088  1.036
H  -1.403  0.553  1.780
H  0.942  0.069  3.524
H  2.731  3.248  1.587
H  3.967  2.149  0.873
H  3.386  3.567  -0.050
H  -1.671  -0.675  -3.348
H  -2.906  -1.632  -2.881
H  -2.830  0.178  -2.308
H  -2.751  -0.951  1.483
H  -3.301  -2.297  0.398
H  -1.924  -2.581  1.276
H  0.189  -2.624  -2.550
H  0.355  -3.358  -0.901
H  -0.977  -3.605  -1.886

Electronic energy in eV: -21645.25728
HOMO energy in eV: -8.621
Molecular weight in g mol⁻¹: 202.4
Max |F| in Eh/bohr: 0.0911
Charge: 0
Energy relative to the best compared isomer or geometry (same formula, charge and spin) in kcal per mole: 115.2
SMILES: Cc1ccc([Si](C)(C)C)cc1.C1=CC=1

Here are the Mulliken charges for atoms 1 to 8, given in e: C -0.40; C -0.62; C -0.50; C -0.71; C 0.47; C 0.84; C 0.10; C 0.03

***

DFT (ωB97M-V/def2-TZVPD) results for C13H19Br2Cl2O5S3V as an isolated structure.

Positions of all 45 atoms, in Å:
V  -0.174  0.020  0.066
Br  -0.078  -0.227  2.515
C  2.275  2.447  3.267
Br  3.070  2.145  1.629
H  2.441  1.706  4.029
H  1.402  3.079  3.263
Cl  -2.709  0.098  0.101
C  -3.062  1.815  0.126
C  -4.400  2.151  0.212
C  -4.763  3.486  0.240
C  -3.773  4.454  0.185
C  -2.444  4.084  0.102
Cl  -1.264  5.356  0.042
C  -2.017  2.743  0.066
S  -0.319  2.362  -0.050
H  -5.143  1.366  0.256
H  -5.804  3.769  0.307
H  -4.021  5.506  0.207
O  1.697  -1.884  -2.318
S  1.333  -0.514  -2.029
O  1.773  0.468  -2.973
O  1.716  -0.161  -0.591
O  -0.213  -0.436  -1.827
C  2.744  -5.204  1.392
C  1.356  -4.750  0.954
C  1.336  -3.258  0.668
S  -0.310  -2.662  0.264
O  -1.272  -3.237  1.236
C  -0.592  -3.485  -1.347
C  -1.763  -4.457  -1.287
C  -3.116  -3.754  -1.311
H  2.759  -6.273  1.611
H  3.058  -4.673  2.292
H  3.485  -5.007  0.615
H  0.619  -4.972  1.728
H  1.052  -5.303  0.060
H  1.970  -2.959  -0.169
H  1.622  -2.672  1.545
H  0.342  -3.961  -1.634
H  -0.764  -2.678  -2.057
H  -1.686  -5.080  -0.394
H  -1.674  -5.120  -2.153
H  -3.237  -3.131  -0.425
H  -3.934  -4.476  -1.328
H  -3.206  -3.119  -2.195

Electronic energy in eV: -247354.40796
HOMO energy (alpha / beta) in eV: -5.346 / -5.497
Molecular weight in g mol⁻¹: 633.1
Max |F| in Eh/bohr: 0.0101
Charge: -1
Energy relative to the best compared isomer or geometry (same formula, charge and spin) in kcal per mole: 0.9
Multiplicity: 4
<S²>: 3.774

Here are the Mulliken charges for atoms 1 to 8, given in e: V 0.95; Br -0.64; C -0.62; Br -0.04; H 0.31; H 0.32; Cl -0.11; C 0.73

***

DFT (ωB97M-V/def2-TZVPD) results for C13H19BrCaOSi as an isolated structure at a distorted geometry.

Positions of all 36 atoms, in Å:
C  -1.945  -0.841  -0.978
C  -1.741  -1.339  0.331
C  -1.797  -0.243  1.228
H  -1.566  -2.368  0.599
C  -1.993  0.929  0.474
C  -2.066  0.565  -0.894
H  -2.180  1.242  -1.724
H  -1.955  -1.425  -1.882
H  -1.656  -0.294  2.294
H  -2.027  1.934  0.861
Ca  -0.020  -0.003  -0.172
Br  1.123  -0.835  -1.932
C  2.752  0.673  -5.082
C  1.661  1.456  -5.511
C  0.679  0.588  -6.027
H  1.591  2.537  -5.454
C  1.162  -0.731  -5.917
C  2.443  -0.679  -5.333
H  3.080  -1.530  -5.115
H  3.668  1.045  -4.635
H  -0.281  0.884  -6.437
H  0.639  -1.630  -6.228
C  1.753  0.117  4.166
Si  -0.020  -0.003  3.598
C  -0.721  -1.591  4.319
C  -0.943  1.489  4.248
O  -0.020  -0.003  1.828
H  1.788  0.131  5.274
H  2.209  1.047  3.768
H  2.320  -0.761  3.790
H  -0.638  -1.554  5.425
H  -1.789  -1.716  4.047
H  -0.141  -2.455  3.937
H  -0.478  2.412  3.844
H  -2.006  1.447  3.936
H  -0.885  1.503  5.356

Electronic energy in eV: -112194.23487
HOMO energy in eV: 0.139
Molecular weight in g mol⁻¹: 339.4
Max |F| in Eh/bohr: 0.1864
Charge: -2

Here are the Mulliken charges for atoms 1 to 8, given in e: C -0.42; C -1.03; C -0.12; H 0.34; C -0.55; C -0.82; H 0.37; H 0.38

***

DFT (ωB97M-V/def2-TZVPD) results for a 2-piece molecular cluster, C13H19BrF6N3O4S2 overall at a distorted geometry.

Positions of all 48 atoms, in Å:
C  -2.582  -2.098  2.194
C  -1.775  -2.204  0.956
C  -2.491  -1.902  -0.309
N  -0.539  -2.630  0.923
C  0.647  -2.035  1.120
S  0.829  -0.322  0.421
O  2.022  0.248  0.993
O  -0.393  0.397  0.655
C  1.138  -0.297  -1.423
F  0.231  -0.963  -2.101
F  1.080  0.969  -1.736
F  2.350  -0.743  -1.673
C  1.758  -3.066  0.712
C  1.778  -3.589  -0.743
N  3.002  -4.219  -1.197
C  3.031  -2.650  1.479
Br  4.278  -4.024  1.902
C  2.417  -2.139  2.725
N  1.196  -1.771  2.584
S  0.355  -1.007  3.906
H  -2.153  -2.660  3.017
H  -2.557  -1.040  2.480
H  -3.623  -2.365  2.038
H  -3.340  -2.590  -0.375
H  -2.917  -0.900  -0.274
H  -1.869  -2.082  -1.178
H  1.421  -3.938  1.282
H  1.504  -2.840  -1.471
H  1.003  -4.351  -0.793
H  3.197  -5.064  -0.678
H  3.802  -3.604  -1.142
H  3.465  -1.772  0.991
H  2.952  -2.039  3.661
H  -0.049  -2.131  4.516
C  -0.099  3.557  -1.082
C  -1.174  4.418  -0.456
O  -1.361  5.643  -1.189
C  -2.128  5.553  -2.266
O  -2.669  4.572  -2.682
C  -2.274  6.945  -2.918
F  -1.095  7.568  -2.985
F  -3.108  7.693  -2.188
F  -2.765  6.829  -4.144
H  0.831  4.119  -1.171
H  0.072  2.683  -0.462
H  -0.389  3.233  -2.081
H  -0.888  4.724  0.547
H  -2.122  3.885  -0.385

Electronic energy in eV: -134457.45080
HOMO energy in eV: -12.655
Molecular weight in g mol⁻¹: 539.3
Max |F| in Eh/bohr: 0.0545
Charge: +1

Here are the Mulliken charges for atoms 1 to 8, given in e: C -1.29; C 0.95; C -1.28; N -0.27; C 0.29; S 1.12; O -0.66; O -0.56

***

DFT (ωB97M-V/def2-TZVPD) results for C13H19Cl2HfOP as an isolated structure at a distorted geometry.

Positions of all 37 atoms, in Å:
C  1.202  -1.021  3.453
O  1.054  0.218  2.729
C  -0.255  0.539  2.455
P  -1.128  -0.630  1.125
C  0.402  -0.822  0.033
C  0.962  0.506  -0.618
C  2.397  0.493  -0.937
C  3.121  1.609  -1.584
C  2.368  2.824  -1.933
C  0.932  2.886  -1.631
C  0.183  4.210  -2.075
C  0.193  1.750  -0.973
C  -2.224  -1.841  0.092
Cl  -3.636  -1.226  -0.796
C  -1.962  -3.228  0.015
C  -2.803  -4.218  -0.846
Cl  -0.588  -3.922  0.908
H  0.449  -1.817  3.181
H  1.186  -0.905  4.572
H  2.216  -1.431  3.179
H  -0.288  1.633  2.159
H  -0.831  0.478  3.431
H  -1.467  -1.499  2.239
H  -2.041  0.449  0.884
H  0.133  -1.504  -0.828
H  1.219  -1.372  0.586
H  2.986  -0.432  -0.709
H  4.211  1.458  -1.803
H  2.934  3.639  -2.447
H  0.113  4.960  -1.248
H  -0.862  3.917  -2.416
H  0.686  4.627  -2.990
H  -0.911  1.828  -0.758
H  -3.733  -4.516  -0.295
H  -3.015  -3.691  -1.821
H  -2.150  -5.093  -1.126
Hf  -1.056  1.144  -3.206

Electronic energy in eV: -51418.31312
HOMO energy in eV: -22.044
Molecular weight in g mol⁻¹: 471.7
Max |F| in Eh/bohr: 0.1263
Charge: +4

Here are the Mulliken charges for atoms 1 to 8, given in e: C -0.57; O -0.14; C -0.43; P -0.19; C -0.73; C 0.95; C -0.82; C -0.64

***

DFT (ωB97M-V/def2-TZVPD) results for C13H19Cl2RhSTe as an isolated structure at a distorted geometry.

Positions of all 37 atoms, in Å:
Rh  4.026  5.687  13.464
Cl  3.345  9.420  16.510
C  3.553  7.867  17.306
C  3.203  7.833  18.680
C  3.314  6.638  19.368
C  3.736  5.478  18.753
C  4.122  5.544  17.420
Cl  4.652  4.096  16.609
C  4.035  6.734  16.708
S  4.852  7.023  15.156
H  2.891  8.733  19.181
H  3.019  6.589  20.394
H  3.817  4.539  19.317
C  4.106  1.717  13.315
C  4.319  2.719  12.167
C  5.204  2.104  11.096
C  2.981  3.031  11.492
C  4.949  3.963  12.705
H  3.625  0.795  12.917
H  3.514  2.191  14.086
H  5.084  1.455  13.755
H  4.739  1.196  10.698
H  6.193  1.859  11.461
H  5.325  2.762  10.274
H  2.406  2.115  11.297
H  3.153  3.512  10.516
H  2.481  3.748  12.115
H  5.934  3.796  13.245
C  3.634  7.014  9.575
Te  4.417  7.659  11.527
C  2.607  8.820  12.054
H  4.086  7.611  8.773
H  2.565  7.223  9.735
H  3.893  5.956  9.604
H  1.773  8.171  11.871
H  2.563  9.628  11.326
H  2.711  9.193  13.065

Electronic energy in eV: -59965.96421
HOMO energy (alpha / beta) in eV: -6.884 / -8.176
Molecular weight in g mol⁻¹: 508.8
Max |F| in Eh/bohr: 0.0561
Charge: 0
Energy relative to the best compared isomer or geometry (same formula, charge and spin) in kcal per mole: 14.4
Multiplicity: 5
<S²>: 6.014

Here are the Mulliken charges for atoms 1 to 8, given in e: Rh -0.25; Cl -0.21; C 0.08; C -0.60; C -0.44; C -0.54; C 0.55; Cl -0.16

***

DFT (ωB97M-V/def2-TZVPD) results for a 5-piece molecular cluster, C13H19Cl8N3O2 overall at a distorted geometry.

Positions of all 45 atoms, in Å:
C  1.676  0.419  -2.434
C  1.456  0.898  -3.993
C  0.636  -0.177  -4.923
C  -0.997  0.163  -4.801
O  -1.397  -0.298  -3.463
C  -2.854  -0.446  -3.330
C  -3.478  -1.708  -4.228
N  -3.577  -2.697  -5.093
C  -3.724  0.917  -3.594
C  -3.062  2.295  -3.006
N  -2.644  3.419  -2.499
N  -3.101  -0.859  -1.863
C  -2.097  -1.792  -1.586
O  -1.161  -2.775  -1.476
H  0.704  -0.020  -1.922
H  1.966  1.394  -1.810
H  2.572  -0.329  -2.279
H  0.965  1.968  -4.070
H  2.539  1.009  -4.480
H  0.745  -1.269  -4.454
H  1.001  -0.239  -6.035
H  -1.497  -0.403  -5.694
H  -1.103  1.318  -4.961
H  -4.764  0.766  -3.027
H  -4.026  1.038  -4.741
C  -1.487  1.330  0.570
Cl  -1.159  -0.163  1.458
Cl  -0.159  1.721  -0.530
H  -2.405  1.205  -0.009
H  -1.610  2.149  1.284
C  2.113  -0.520  3.120
Cl  2.441  -2.013  4.008
Cl  3.441  -0.129  2.020
H  1.195  -0.645  2.541
H  1.990  0.299  3.834
C  0.134  -1.334  6.724
Cl  -0.370  -1.043  8.393
Cl  0.671  0.162  5.951
H  0.958  -2.052  6.721
H  -0.711  -1.741  6.163
C  3.913  0.118  7.519
Cl  4.241  -1.375  8.406
Cl  5.241  0.508  6.418
H  2.995  -0.007  6.939
H  3.790  0.937  8.232

Electronic energy in eV: -122524.08091
HOMO energy in eV: -10.758
Molecular weight in g mol⁻¹: 532.9
Max |F| in Eh/bohr: 0.2430
Charge: 0
SMILES: CCCCO[C@](C#N)(CC#N)N=C=O.ClCCl.ClCCl.ClCCl.ClCCl

Here are the Mulliken charges for atoms 1 to 8, given in e: C -0.84; C -0.32; C -0.62; C -0.56; O -0.11; C 0.96; C 0.03; N -0.48

***

DFT (ωB97M-V/def2-TZVPD) results for C13H19ClN2O3Re as an isolated structure at a distorted geometry.

Positions of all 39 atoms, in Å:
Cl  0.015  -0.340  2.584
C  1.807  0.620  -0.965
C  1.150  -0.472  -1.650
C  1.284  -1.639  -0.838
H  0.738  -0.437  -2.658
C  1.972  -1.299  0.363
C  2.285  0.112  0.295
H  2.874  0.653  1.031
H  2.031  1.592  -1.397
H  0.950  -2.638  -1.091
C  2.264  -2.199  1.519
Re  0.129  0.164  0.188
C  -0.778  1.235  -1.172
C  0.264  1.929  1.033
O  -1.345  1.883  -1.959
O  0.283  2.992  1.509
H  1.654  -3.106  1.470
H  2.010  -1.676  2.450
H  3.334  -2.453  1.554
C  -2.077  -2.075  -1.445
N  -3.263  -1.534  -0.806
C  -4.544  -1.747  -1.469
C  -3.065  -0.784  0.303
O  -1.887  -0.440  0.648
N  -4.007  -0.363  1.164
C  -5.449  -0.553  1.142
C  -3.488  0.299  2.347
H  -2.375  -2.646  -2.322
H  -1.539  -2.731  -0.749
H  -1.411  -1.262  -1.769
H  -5.194  -2.411  -0.887
H  -5.048  -0.791  -1.660
H  -4.353  -2.223  -2.430
H  -5.739  -1.351  1.845
H  -5.896  0.391  1.475
H  -5.801  -0.794  0.135
H  -2.859  -0.373  2.945
H  -2.898  1.187  2.092
H  -4.342  0.605  2.947

Electronic energy in eV: -37545.66745
HOMO energy (alpha / beta) in eV: -12.653 / -15.550
Molecular weight in g mol⁻¹: 473.0
Max |F| in Eh/bohr: 0.1059
Charge: +2
Multiplicity: 4
<S²>: 3.793

Here are the Mulliken charges for atoms 1 to 8, given in e: Cl -0.44; C -0.46; C -0.68; C -0.82; H 0.62; C 0.79; C -0.43; H 0.53

***

charge of number 1 (C13H18Si)?
0

***

Which formula does entry 7 have?
C13H19Cl8N3O2